Record 1
Formula: H5NP2S2
Source: the OMol25 dataset
Level of theory: ωB97M-V with the def2-TZVPD basis set

## Properties
**Gap between HOMO and LUMO**: 9.728 eV
**E_HOMO**: -0.3366 Eh
**2S+1**: 1
**SMILES**: S=[PH2]NPS

XYZ file:
```
10
H5NP2S2 | the OMol25 dataset | ωB97M-V with the def2-TZVPD basis set
N -0.852 0.250 0.342
P 0.511 -0.002 1.231
P -0.935 -0.175 -1.331
S -2.604 0.322 -2.162
S 1.727 1.619 0.721
H -1.676 1.071 0.387
H -0.033 0.125 2.505
H 0.247 0.539 -1.710
H -0.368 -1.497 -1.478
H 2.550 0.647 0.274
```


Record 2
Formula: C26H30BBrCl2N8O5W
Source: the OMol25 dataset
Level of theory: ωB97M-V with the def2-TZVPD basis set

## Properties
**Gap between HOMO and LUMO (spin up / spin down)**: 5.208 / 8.249 eV
**E_HOMO (spin up / spin down)**: -0.1933 / -0.3075 Eh
**2S+1**: 3
**<S²>**: 2.029

XYZ file:
```
74
C26H30BBrCl2N8O5W | the OMol25 dataset | ωB97M-V with the def2-TZVPD basis set
W -0.368 -0.333 0.439
C 0.477 2.371 -3.986
N 1.491 1.823 -3.085
C 2.259 2.767 -2.289
C 1.611 0.505 -2.844
O 2.377 0.033 -2.007
C 0.773 -0.423 -3.703
O 0.451 -1.634 -3.066
C 1.452 -2.490 -2.582
C 1.734 -2.243 -1.106
O 0.784 -1.926 -0.350
N 2.920 -2.511 -0.611
C 4.038 -2.929 -1.442
C 3.214 -2.134 0.768
H 0.503 3.454 -3.898
H -0.522 2.030 -3.716
H 0.680 2.117 -5.029
H 1.585 3.386 -1.691
H 2.853 3.413 -2.938
H 2.916 2.216 -1.624
H 1.325 -0.595 -4.638
H -0.189 0.022 -3.939
H 2.359 -2.439 -3.180
H 1.040 -3.502 -2.651
H 3.717 -3.603 -2.231
H 4.744 -3.470 -0.816
H 4.538 -2.062 -1.880
H 2.658 -1.243 1.028
H 4.277 -1.912 0.839
H 2.960 -2.936 1.462
Br -1.806 1.251 3.465
C -2.797 1.133 1.852
C -4.092 1.540 1.876
C -4.827 1.610 0.665
C -4.151 1.373 -0.509
C -2.827 0.980 -0.482
N -2.138 0.741 0.718
C -2.026 0.778 -1.680
O -2.378 1.001 -2.825
O -0.806 0.309 -1.391
H -4.530 1.840 2.816
H -5.867 1.904 0.672
H -4.612 1.489 -1.481
B -2.861 -2.301 2.453
N -2.977 -2.152 0.907
C -4.068 -2.500 0.230
C -3.778 -2.513 -1.123
C -2.445 -2.138 -1.186
N -1.953 -1.930 0.048
N -1.394 -2.038 2.938
C -1.008 -2.387 4.161
C 0.310 -2.003 4.358
C 0.660 -1.396 3.168
N -0.368 -1.423 2.309
H -3.108 -3.452 2.744
H -3.618 -1.527 2.993
H -4.976 -2.742 0.761
H -4.438 -2.736 -1.944
H -1.815 -1.994 -2.045
H -1.696 -2.903 4.811
H 0.919 -2.141 5.234
H 1.590 -0.948 2.878
Cl 3.405 0.805 2.701
C 2.425 2.195 2.328
C 2.851 3.397 2.867
C 2.197 4.569 2.537
C 1.144 4.527 1.639
C 0.731 3.320 1.111
Cl -0.523 3.367 -0.081
C 1.314 2.091 1.473
N 0.813 0.909 0.981
H 3.705 3.404 3.529
H 2.520 5.511 2.959
H 0.640 5.432 1.329
```


Record 3
Formula: C26H44O16
Source: the OMol25 dataset
Level of theory: ωB97M-V with the def2-TZVPD basis set

## Properties
**Gap between HOMO and LUMO**: 9.577 eV
**E_HOMO**: -0.3408 Eh
**2S+1**: 1
**SMILES**: COCCCCCCCCOC(=O)O.C[C@@H]1COC(=O)O1.C[C@@H]1COC(=O)O1.C[C@@H]1COC(=O)O1.C[C@@H]1COC(=O)O1

XYZ file:
```
86
C26H44O16 | the OMol25 dataset | ωB97M-V with the def2-TZVPD basis set
C -0.271 2.739 5.560
O -1.214 1.824 6.067
C -2.458 1.928 5.410
C -2.503 1.177 4.081
C -3.331 -0.105 4.155
C -2.903 -1.124 5.211
C -1.788 -2.087 4.803
C -0.425 -1.394 4.584
C 0.120 -1.277 3.148
C -0.898 -1.226 2.049
O -0.138 -1.153 0.793
C -0.957 -1.272 -0.286
O -1.558 -0.322 -0.796
O -1.051 -2.518 -0.775
H -0.652 3.759 5.600
H 0.625 2.688 6.163
H -0.019 2.508 4.526
H -3.208 1.528 6.082
H -2.699 2.978 5.249
H -2.964 1.828 3.342
H -1.502 0.986 3.712
H -3.414 -0.570 3.178
H -4.339 0.214 4.416
H -3.779 -1.729 5.436
H -2.617 -0.652 6.144
H -2.101 -2.717 3.977
H -1.653 -2.755 5.649
H 0.311 -1.963 5.140
H -0.461 -0.427 5.070
H 0.671 -0.342 3.089
H 0.849 -2.056 2.962
H -1.522 -2.112 2.000
H -1.496 -0.325 2.081
H -0.403 -3.117 -0.386
C -1.131 2.070 -2.791
C 0.056 2.891 -3.225
C 0.323 4.082 -2.337
O 0.929 5.015 -3.243
C 0.472 4.730 -4.492
O 0.608 5.434 -5.433
O -0.162 3.534 -4.499
H -2.058 2.618 -2.960
H -1.194 1.140 -3.352
H -1.052 1.820 -1.735
H 0.947 2.265 -3.317
H 0.994 3.852 -1.518
H -0.597 4.522 -1.942
C -1.660 -3.963 -6.031
C -1.358 -4.904 -4.890
C -2.453 -5.020 -3.851
O -1.710 -5.306 -2.654
C -0.483 -4.776 -2.804
O 0.310 -4.636 -1.928
O -0.266 -4.411 -4.082
H -1.667 -2.931 -5.680
H -0.902 -4.040 -6.809
H -2.629 -4.196 -6.471
H -1.070 -5.888 -5.267
H -3.160 -5.819 -4.055
H -2.993 -4.082 -3.708
C 3.936 -4.841 -2.627
C 3.969 -3.606 -3.494
C 2.730 -3.395 -4.334
O 3.250 -2.700 -5.477
C 4.551 -3.055 -5.618
O 5.212 -2.830 -6.575
O 4.985 -3.705 -4.512
H 4.001 -5.737 -3.244
H 4.781 -4.855 -1.939
H 3.014 -4.873 -2.046
H 4.187 -2.720 -2.892
H 1.971 -2.799 -3.837
H 2.287 -4.335 -4.667
C 2.291 7.128 2.157
C 2.215 5.626 2.022
C 1.743 5.134 0.671
O 1.097 3.897 1.008
C 0.662 3.991 2.290
O -0.086 3.231 2.806
O 1.205 5.074 2.891
H 1.290 7.558 2.167
H 2.778 7.409 3.089
H 2.856 7.558 1.330
H 3.169 5.166 2.291
H 2.554 4.959 -0.032
H 1.007 5.802 0.216
```


Record 4
Formula: C12H13NPd
Source: the OMol25 dataset
Level of theory: ωB97M-V with the def2-TZVPD basis set

## Properties
**Gap between HOMO and LUMO (spin up / spin down)**: 7.841 / 5.601 eV
**E_HOMO (spin up / spin down)**: -0.5865 / -0.6349 Eh
**2S+1**: 5
**<S²>**: 6.033
**Total charge**: +2

XYZ file:
```
27
C12H13NPd | the OMol25 dataset | ωB97M-V with the def2-TZVPD basis set
Pd 0.302 -1.533 -0.253
C 0.345 -2.804 -1.931
H 0.289 -2.244 -2.879
H 1.262 -3.423 -1.926
H -0.532 -3.477 -1.877
H -0.579 -2.880 0.569
H 0.220 -3.008 0.783
C -3.089 0.693 -1.553
C -2.740 1.902 -0.937
C -1.561 2.008 -0.185
C -0.735 0.885 -0.056
N -1.122 -0.287 -0.687
C -2.253 -0.421 -1.418
C 0.590 0.901 0.763
C 1.127 2.011 1.442
C 2.347 1.888 2.138
C 3.044 0.665 2.166
C 2.529 -0.450 1.500
C 1.327 -0.299 0.825
H -4.001 0.622 -2.130
H -3.382 2.768 -1.039
H -1.311 2.950 0.282
H -2.499 -1.365 -1.885
H 0.624 2.966 1.439
H 2.762 2.744 2.655
H 3.983 0.586 2.699
H 3.052 -1.397 1.498
```